Record 1
19
Properties=species:S:1:pos:R:3:forces:R:3 method="wB97M-V/def2-TZVPD" smiles="O=c1[nH]ncn1-c1ccccc1" orbital_gap_ev=9.0567 fmax_ev_per_a=18.44 de_lowest_ev=5.5247 e_lumo_ev=0.5 e_tot_ev=-14922.5853
O 1.915 2.010 0.547 -0.94 3.48 1.01
C 2.130 0.900 0.270 2.46 -4.27 -1.71
N 3.398 0.262 0.087 0.94 2.13 0.42
N 3.278 -1.115 -0.224 -1.99 1.37 0.14
C 1.958 -1.211 -0.245 1.45 -6.84 -3.00
N 1.230 -0.180 -0.077 -2.26 4.71 2.13
C -0.264 -0.144 0.063 9.03 12.29 -5.46
C -0.779 1.160 -0.408 -0.19 -2.62 1.54
C -2.169 1.293 -0.263 0.07 4.63 -0.92
C -2.935 0.186 0.024 3.69 -3.67 0.98
C -2.324 -1.080 0.387 2.11 8.00 -2.07
C -0.901 -1.080 0.428 -8.74 -15.19 5.74
H 4.359 0.861 0.081 -3.33 -2.47 0.08
H 1.316 -2.113 -0.691 2.25 1.41 1.40
H 0.116 1.694 -0.743 -1.47 1.17 0.04
H -2.833 2.419 -0.354 2.45 -3.55 -0.22
H -3.890 0.125 -0.296 -3.41 0.35 -0.11
H -2.981 -1.773 0.589 -2.63 -4.24 1.09
H -0.624 -2.215 0.822 0.49 3.31 -1.09

=====

Record 2
11
Properties=species:S:1:pos:R:3:forces:R:3 method="wB97M-V/def2-TZVPD" smiles="O=C1ON=CC=CS1" orbital_gap_ev=8.9694 fmax_ev_per_a=2.87 de_lowest_ev=3.5754 e_lumo_ev=-0.6 e_tot_ev=-20613.4795
O -2.327 -0.822 -0.108 1.97 -0.85 0.70
C -1.174 -0.538 0.101 -1.89 1.90 -0.86
O -0.148 -1.210 0.650 -0.41 0.26 -0.52
N 0.911 -1.560 -0.292 0.42 -1.13 0.57
C 1.925 -0.778 -0.281 -0.28 -0.12 -1.65
C 1.872 0.657 0.079 -0.10 -1.52 0.54
C 0.803 1.445 0.296 -0.08 0.05 -0.62
S -0.860 1.271 -0.228 0.85 -1.26 0.68
H 2.817 -1.382 -0.793 -1.75 2.04 1.00
H 2.818 1.086 0.223 1.20 0.63 0.58
H 0.988 2.416 0.752 0.07 0.00 -0.41

=====

Record 3
54
Properties=species:S:1:pos:R:3:forces:R:3 method="wB97M-V/def2-TZVPD" total_charge=+2 orbital_gap_ev=5.7141 fmax_ev_per_a=0.94 de_lowest_ev=0.8500 e_lumo_ev=-8.4 e_tot_ev=-102364.5960
Pt 0.627 -0.739 0.023 0.62 -0.28 -0.65
C 3.998 -0.748 -0.358 0.19 0.08 -0.05
C 4.108 -0.921 1.135 0.00 -0.31 -0.15
S 2.603 -1.741 1.720 -0.26 0.14 0.14
C 2.182 -0.645 3.103 -0.03 0.15 -0.01
C 2.001 0.809 2.701 -0.08 -0.11 0.01
S 0.672 1.059 1.472 -0.74 -0.46 0.23
C 1.380 2.292 0.394 0.47 0.45 -0.29
C 2.617 1.797 -0.352 0.44 0.51 0.09
S 2.532 0.109 -0.968 -0.59 -0.23 -0.34
H 3.942 -1.720 -0.855 -0.04 0.04 -0.07
H 4.849 -0.217 -0.794 -0.03 0.01 0.00
H 4.288 0.006 1.664 -0.01 0.16 0.03
H 4.959 -1.572 1.338 -0.01 -0.03 0.05
H 2.949 -0.714 3.875 0.12 0.00 -0.09
H 1.270 -1.057 3.521 0.03 0.04 0.06
H 2.901 1.258 2.298 0.15 0.04 0.02
H 1.690 1.396 3.567 -0.03 0.02 -0.03
H 1.620 3.151 1.031 0.07 -0.08 -0.14
H 0.602 2.621 -0.304 0.03 -0.26 0.24
H 3.532 1.847 0.240 -0.09 0.20 0.03
H 2.758 2.389 -1.255 0.11 0.20 0.10
F -3.530 -1.814 2.237 -0.12 0.06 -0.04
C -2.357 -1.794 2.825 -0.03 0.19 -0.44
F -2.404 -2.341 4.006 -0.03 -0.12 0.40
F -1.915 -0.531 2.922 -0.06 -0.07 0.09
S -1.129 -2.759 1.839 0.10 -0.30 -0.12
O 0.152 -2.373 2.354 -0.42 -0.32 0.51
O -1.543 -4.115 1.815 -0.07 0.54 -0.27
N -1.197 -1.949 0.331 0.61 -0.39 0.47
S -0.853 -2.886 -0.969 0.14 -0.49 0.05
O 0.496 -2.305 -1.334 -0.17 0.09 0.06
O -0.902 -4.297 -0.881 0.00 0.47 0.13
C -2.087 -2.414 -2.316 0.07 0.06 0.07
F -2.989 -3.348 -2.322 -0.30 -0.37 0.01
F -1.418 -2.392 -3.444 0.21 0.01 -0.29
F -2.637 -1.252 -2.073 -0.15 0.28 0.08
C -3.782 2.793 -0.537 -0.09 0.06 0.06
C -3.290 1.927 0.457 -0.02 -0.03 0.10
C -2.205 1.133 0.215 0.06 -0.08 0.20
C -1.545 1.162 -1.033 0.11 0.03 -0.17
C -0.409 0.394 -1.400 0.01 -0.27 -0.04
C 0.056 0.301 -2.685 -0.05 0.05 0.33
C -0.537 1.091 -3.691 -0.09 0.13 -0.11
C -1.557 1.939 -3.375 -0.01 -0.01 0.00
C -2.089 1.985 -2.060 0.14 -0.05 -0.18
C -3.199 2.806 -1.767 -0.14 0.18 -0.15
H -4.638 3.422 -0.330 0.01 -0.01 0.00
H -3.788 1.873 1.417 0.01 0.01 -0.02
H -1.886 0.435 0.975 -0.04 0.16 -0.12
H 0.855 -0.368 -2.970 -0.01 0.00 0.04
H -0.160 1.016 -4.703 -0.04 0.03 0.04
H -2.004 2.568 -4.137 0.02 -0.04 0.05
H -3.591 3.436 -2.558 0.02 -0.04 0.07

=====

Record 4
49
Properties=species:S:1:pos:R:3:forces:R:3 method="wB97M-V/def2-TZVPD" total_charge=-1 orbital_gap_ev=4.6950 fmax_ev_per_a=2.68 e_lumo_ev=2.0 e_tot_ev=-65864.2928
C -5.676 -0.674 3.955 -0.25 -0.08 0.00
C -4.179 -0.660 3.945 0.34 0.08 -0.01
C -3.469 -1.872 3.939 -0.04 0.40 0.03
C -2.086 -1.890 3.923 -0.23 0.73 0.00
C -1.354 -0.666 3.893 -1.91 0.10 0.04
S 0.301 -0.654 3.803 2.67 -0.02 -0.28
C -2.081 0.560 3.924 -0.14 -0.77 -0.03
C -3.464 0.549 3.942 -0.28 -0.49 0.01
H -6.069 0.345 3.957 -0.08 -0.05 0.00
H -6.077 -1.196 3.079 -0.05 0.08 0.02
H -6.066 -1.195 4.837 -0.05 0.08 -0.02
H -4.030 -2.809 3.948 0.08 0.12 0.00
H -1.532 -2.825 3.922 -0.05 0.17 -0.03
H -1.518 1.490 3.923 -0.08 -0.16 -0.02
H -4.020 1.488 3.952 0.07 -0.12 0.01
C -1.410 -4.131 -4.164 -0.32 0.60 0.38
O -2.043 -3.018 -3.492 0.33 -0.64 -0.28
C -1.300 -2.327 -2.588 0.83 0.37 0.45
C 0.045 -2.650 -2.280 -1.04 0.04 -0.55
C 0.748 -1.845 -1.406 -0.08 0.51 0.67
C 0.142 -0.735 -0.781 -0.41 -1.19 -0.73
C 0.903 0.128 0.110 1.05 1.08 -0.16
C 2.027 0.767 -0.291 -0.94 -0.39 -0.01
S 2.872 1.956 0.739 -0.06 -0.57 -0.11
O 1.911 2.843 1.351 0.71 -0.39 -0.31
O 3.878 1.275 1.519 -0.40 0.68 -0.32
C 3.673 2.808 -0.631 0.00 0.09 0.13
C 3.600 2.202 -1.873 -0.23 -0.10 -0.08
C 4.145 2.810 -3.002 0.09 0.10 0.17
C 4.782 4.046 -2.856 -0.09 -0.22 0.13
C 4.866 4.657 -1.595 -0.09 -0.25 0.07
C 4.312 4.036 -0.474 0.02 -0.07 -0.16
S 2.673 0.656 -1.960 0.35 0.38 0.78
O 3.606 -0.448 -2.035 -0.41 0.50 -0.33
O 1.631 0.825 -2.943 0.48 -0.18 0.20
C -1.215 -0.463 -1.060 0.74 0.28 0.46
C -1.924 -1.220 -1.962 0.25 -0.80 -0.54
H -2.196 -4.524 -4.807 0.20 -0.07 0.02
H -0.550 -3.797 -4.765 -0.26 -0.05 0.16
H -1.080 -4.899 -3.447 -0.15 0.23 -0.18
H 0.543 -3.502 -2.750 -0.21 0.34 0.23
H 1.777 -2.110 -1.166 -0.22 0.19 -0.05
H 0.540 0.306 1.125 -0.07 0.00 0.13
H 4.055 2.313 -3.967 0.05 0.22 0.19
H 5.212 4.530 -3.734 -0.12 -0.10 0.28
H 5.362 5.622 -1.480 -0.15 -0.30 -0.09
H 4.356 4.482 0.519 0.01 0.02 -0.26
H -1.668 0.402 -0.573 -0.04 -0.29 -0.12
H -2.954 -0.987 -2.221 0.19 -0.07 0.09